(1)
The following is a DFT calculation (the ωB97M-V functional and the def2-TZVPD basis) of a single C3H10IPSi molecule at a distorted geometry.

Cartesian coordinates (Å):
C (0.94303, -1.57395, 0.29512)
Si (-0.08585, 0.18612, 0.08409)
C (-1.06569, 0.54993, 1.75195)
C (-1.15847, 0.04490, -1.49645)
P (1.56268, 1.90719, -0.07267)
I (2.23080, 1.38340, -2.39591)
H (1.63135, -1.54910, -0.50918)
H (1.39021, -1.64769, 1.27066)
H (0.16362, -2.29090, 0.10939)
H (-0.60031, 0.35972, 2.70145)
H (-1.50865, 1.57863, 1.79516)
H (-1.95471, -0.13438, 1.64914)
H (-1.77825, 0.93937, -1.59568)
H (-0.55484, -0.00963, -2.37972)
H (-1.85360, -0.82826, -1.53411)
H (2.63867, 1.08465, 0.32675)

Force components x, y, z for each atom (eV/Å):
-2.166 2.761 -0.074
1.306 -1.246 1.217
-1.475 0.122 -1.947
-0.740 -0.015 0.976
-0.533 -0.618 -0.493
-0.057 0.167 -0.132
0.909 -0.265 -0.668
0.193 -0.152 0.239
-0.088 -0.708 0.102
0.554 -0.243 0.173
0.486 -0.741 -0.194
0.683 0.491 0.343
-0.028 0.024 -0.009
0.553 -0.028 -0.401
0.588 0.527 0.403
-0.186 -0.075 0.465

Summary:
2S+1	1
energy above the lowest of the compared OMol25 structures with the same formula, charge and spin	0.4659	eV
DFT total energy	-28540.948	eV
highest occupied orbital energy	-8.64	eV
SMILES	C[Si](C)(C)PI

Table of Mulliken atomic charges, one value per atom, all in e: number 1, C, carries -1.011; number 2, Si, carries 0.470; number 3, C, carries -1.011; number 4, C, carries -0.987; number 5, P, carries -0.200; number 6, I, carries -0.130; number 7, H, carries 0.293; number 8, H, carries 0.315; number 9, H, carries 0.328; number 10, H, carries 0.350; number 11, H, carries 0.310; number 12, H, carries 0.256; number 13, H, carries 0.321; number 14, H, carries 0.306; number 15, H, carries 0.314; number 16, H, carries 0.077

(2)
The following is a DFT calculation (the ωB97M-V functional and the def2-TZVPD basis) of 2 unconnected molecules or ions with the total composition C6H12S at a distorted geometry.

Cartesian coordinates (Å):
C (1.77219, -0.98167, -2.71172)
C (0.68906, -1.65317, -2.53114)
C (0.57318, 1.29926, 0.65826)
C (-1.71569, 0.88643, 1.64767)
C (-0.13344, -0.97398, 0.88389)
C (-0.65976, 0.45084, 0.58440)
S (-1.40737, 0.41933, -1.05993)
H (2.50651, -1.25932, -3.48989)
H (1.87770, -0.09496, -2.14191)
H (-0.31164, -1.73078, -2.37865)
H (0.38895, 2.31210, 0.47924)
H (1.01038, 1.25911, 1.68577)
H (1.41239, 1.02787, -0.18403)
H (-1.98171, 1.99731, 1.56077)
H (-1.18995, 0.83674, 2.61316)
H (-2.68884, 0.23577, 1.54682)
H (0.07166, -0.92283, 1.94311)
H (-0.90958, -1.85228, 0.73402)
H (0.69596, -1.25578, 0.16015)

Force components x, y, z for each atom (eV/Å):
0.157 -0.629 -0.744
1.608 -0.048 -1.248
2.820 -0.663 -1.000
-0.951 0.376 -0.727
-1.707 -1.980 -1.406
-0.428 -0.940 -0.146
0.075 0.126 -0.105
-0.106 0.112 0.720
0.629 1.100 0.350
-2.428 -0.449 0.921
-0.573 1.721 -0.330
-0.036 -0.239 -0.801
-2.036 0.288 2.260
0.190 -1.557 -0.253
-0.570 -0.429 0.004
2.003 1.264 0.544
0.852 -0.525 0.217
1.131 1.946 0.334
-0.632 0.527 1.410

Summary:
2S+1	1
energy above the lowest of the compared OMol25 structures with the same formula, charge and spin	5.0942	eV
DFT total energy	-17246.507	eV
highest occupied orbital energy (spin up / spin down)	-9.09 / -8.24	eV

Table of Mulliken atomic charges, one value per atom, all in e: number 1, C, carries -0.237; number 2, C, carries -0.573; number 3, C, carries -1.206; number 4, C, carries -1.309; number 5, C, carries -1.329; number 6, C, carries 0.993; number 7, S, carries -0.066; number 8, H, carries 0.236; number 9, H, carries 0.142; number 10, H, carries 0.480; number 11, H, carries 0.434; number 12, H, carries 0.318; number 13, H, carries 0.109; number 14, H, carries 0.364; number 15, H, carries 0.346; number 16, H, carries 0.309; number 17, H, carries 0.419; number 18, H, carries 0.263; number 19, H, carries 0.305

(3)
The following is a DFT calculation (the ωB97M-V functional and the def2-TZVPD basis) of a molecular structure, C12H39N3O6 at a distorted geometry.

Cartesian coordinates (Å):
O (20.45154, 2.75168, 17.99356)
H (21.08604, 2.22282, 17.50990)
H (20.69865, 2.64267, 18.91188)
O (17.86941, 1.47068, 15.52356)
H (18.59125, 0.92446, 15.83475)
H (17.98140, 2.30196, 15.98470)
O (18.58670, 3.08744, 16.65429)
H (18.18967, 3.87206, 17.03242)
H (19.22921, 2.80591, 17.30557)
C (18.46206, 5.23792, 15.64922)
C (18.59316, 5.44629, 17.14976)
C (18.37129, 6.91745, 17.61641)
O (19.26844, 7.81881, 16.99670)
C (19.06502, 9.13992, 17.55700)
N (17.60189, 4.51507, 17.66956)
H (18.71821, 4.26832, 15.22217)
H (19.06856, 6.05795, 15.26474)
H (17.42679, 5.46034, 15.39073)
H (19.63563, 5.23076, 17.38399)
H (18.28939, 6.99833, 18.70032)
H (17.37075, 7.15535, 17.25529)
H (18.01794, 9.43760, 17.50139)
H (19.67678, 9.77344, 16.91475)
H (19.45395, 9.27395, 18.56639)
H (16.66868, 4.67356, 17.31728)
H (17.54744, 4.64874, 18.66918)
C (13.68936, 0.18274, 16.11302)
C (13.22129, 1.29898, 16.99847)
C (14.36975, 2.30420, 17.27702)
O (15.57318, 1.78447, 17.71753)
C (16.60341, 2.74835, 17.72205)
N (12.14149, 2.02102, 16.38738)
H (14.16655, 0.66748, 15.26129)
H (12.92765, -0.53272, 15.80316)
H (14.52819, -0.33432, 16.57896)
H (12.97915, 0.86473, 17.96847)
H (14.03269, 3.10542, 17.93468)
H (14.45881, 2.94794, 16.40193)
H (16.24947, 3.65198, 18.21831)
H (17.06594, 2.96310, 16.75870)
H (17.47156, 2.41377, 18.28993)
H (12.44409, 2.52551, 15.56640)
H (11.51396, 1.28995, 16.08432)
C (20.25236, 4.12332, 13.87653)
C (20.78186, 3.07394, 14.92013)
C (21.80060, 2.04572, 14.31627)
O (21.27935, 1.21004, 13.29263)
C (22.21548, 0.20805, 12.87265)
N (21.39508, 3.76579, 16.06744)
H (21.05676, 4.80320, 13.59582)
H (19.39279, 4.74138, 14.13587)
H (20.08965, 3.65629, 12.90518)
H (19.89140, 2.55818, 15.27950)
H (22.21709, 1.48818, 15.15519)
H (22.72096, 2.48133, 13.92732)
H (22.49504, -0.42466, 13.71505)
H (23.11886, 0.68816, 12.49649)
H (21.82756, -0.38507, 12.04450)
H (20.71703, 4.25567, 16.63344)
H (21.76301, 3.08211, 16.71343)

Force components x, y, z for each atom (eV/Å):
1.038 -1.079 3.287
-0.305 -0.630 0.139
-0.140 -0.163 0.606
-2.002 -4.960 -3.479
-0.017 -0.171 -0.122
0.638 -0.404 -0.352
7.811 -2.287 -2.597
0.890 -2.281 -0.271
-0.236 -0.527 -0.060
-0.639 2.966 0.079
0.307 2.756 -0.703
-0.903 -0.900 -1.545
-0.321 0.317 1.570
0.866 -0.337 -1.210
-1.434 12.022 6.158
-0.659 1.120 1.338
-0.092 -0.121 -0.614
-0.299 0.169 -0.223
-0.333 -0.529 0.795
0.623 -0.021 0.315
-0.493 0.242 -0.034
-0.070 -0.028 0.003
-0.250 0.218 0.027
-0.123 -0.464 0.219
0.574 1.309 -0.535
0.075 -0.288 0.288
1.539 -0.031 -0.219
1.856 0.102 0.653
-0.928 0.925 -0.344
0.144 -1.048 0.150
-3.339 -2.567 1.066
-0.978 0.096 0.685
-0.227 -0.221 -0.534
-0.104 0.158 0.069
-0.124 -0.312 0.138
-0.692 0.207 0.133
-0.468 -0.172 1.001
0.608 -0.360 -1.109
-1.999 -1.760 0.742
-3.459 -1.031 0.732
-0.730 -0.756 0.307
0.193 -0.086 -0.157
-0.517 0.325 -0.285
1.735 -0.515 -1.469
-0.541 0.506 -1.262
0.109 0.586 -0.060
-0.220 -0.360 0.280
-0.062 0.926 0.288
1.419 0.288 -1.378
0.353 0.284 0.438
1.418 -0.887 -1.222
-0.413 -0.538 0.132
0.417 -0.514 -0.567
-0.303 -0.771 0.434
-0.015 0.873 -0.202
-0.041 -0.229 0.041
0.272 0.130 0.015
-0.437 0.129 0.286
0.080 -0.143 -0.722
0.946 0.836 -1.139

Summary:
2S+1	1
energy above the lowest of the compared OMol25 structures with the same formula, charge and spin	13.0611	eV
DFT total energy	-29817.645	eV
highest occupied orbital energy	-8.62	eV

Table of Mulliken atomic charges, one value per atom, all in e: number 1, O, carries -0.563; number 2, H, carries 0.260; number 3, H, carries 0.220; number 4, O, carries -0.815; number 5, H, carries 0.266; number 6, H, carries 0.046; number 7, O, carries -1.259; number 8, H, carries 1.009; number 9, H, carries 0.736; number 10, C, carries -1.107; number 11, C, carries -0.132; number 12, C, carries -1.256; number 13, O, carries -0.333; number 14, C, carries -0.763; number 15, N, carries -0.715; number 16, H, carries 0.435; number 17, H, carries 0.628; number 18, H, carries 0.126; number 19, H, carries 0.141; number 20, H, carries 0.517; number 21, H, carries 0.485; number 22, H, carries 0.328; number 23, H, carries 0.260; number 24, H, carries 0.295; number 25, H, carries 0.598; number 26, H, carries 0.372; number 27, C, carries -1.275; number 28, C, carries 0.441; number 29, C, carries -0.854; number 30, O, carries -0.271; number 31, C, carries -0.925; number 32, N, carries -0.718; number 33, H, carries 0.278; number 34, H, carries 0.371; number 35, H, carries 0.313; number 36, H, carries 0.231; number 37, H, carries 0.390; number 38, H, carries 0.317; number 39, H, carries 0.579; number 40, H, carries 0.614; number 41, H, carries 0.139; number 42, H, carries 0.272; number 43, H, carries 0.291; number 44, C, carries -1.907; number 45, C, carries 2.598; number 46, C, carries -1.086; number 47, O, carries -0.308; number 48, C, carries -0.760; number 49, N, carries -0.771; number 50, H, carries 0.468; number 51, H, carries 0.432; number 52, H, carries 0.409; number 53, H, carries -0.902; number 54, H, carries 0.373; number 55, H, carries 0.498; number 56, H, carries 0.306; number 57, H, carries 0.312; number 58, H, carries 0.250; number 59, H, carries -0.076; number 60, H, carries 0.194

(4)
The following is a DFT calculation (the ωB97M-V functional and the def2-TZVPD basis) of a single C4H8N2O molecule at a distorted geometry.

Cartesian coordinates (Å):
C (1.16752, 2.00494, -0.10888)
C (1.10781, 0.78591, 0.02832)
C (0.39294, -0.41505, 0.31555)
C (0.81386, -1.60111, -0.57470)
O (0.31999, -0.69959, 1.68020)
N (-1.19759, -0.20666, -0.17428)
N (-1.79528, 0.98562, 0.16138)
H (1.46788, 2.91358, -0.45248)
H (0.07540, -2.34652, -0.98417)
H (1.18414, -0.88191, -1.37081)
H (1.64853, -2.16716, -0.31721)
H (-0.53299, -1.05174, 1.90397)
H (-1.22653, -0.27053, -1.17478)
H (-1.21119, 1.82613, -0.05939)
H (-2.21448, 1.12410, 1.12726)

Force components x, y, z for each atom (eV/Å):
0.085 -4.093 0.253
-0.426 3.235 0.448
-3.731 -2.854 -0.188
-0.651 2.314 -2.414
1.183 0.824 0.217
1.947 -0.313 1.955
-0.530 2.197 0.815
0.564 2.164 -0.432
0.139 1.284 0.714
-0.285 -1.832 -0.405
1.538 -0.608 1.157
-0.727 -0.323 -0.247
0.239 -0.096 -0.476
-0.499 -0.869 0.237
1.151 -1.033 -1.634

Summary:
2S+1	1
energy above the lowest of the compared OMol25 structures with the same formula, charge and spin	5.3499	eV
DFT total energy	-9301.043	eV
highest occupied orbital energy	-9.03	eV
SMILES	C#C[C@@](C)(O)NN

Table of Mulliken atomic charges, one value per atom, all in e: number 1, C, carries -0.574; number 2, C, carries -0.706; number 3, C, carries 1.605; number 4, C, carries -1.422; number 5, O, carries -0.542; number 6, N, carries -0.356; number 7, N, carries -0.573; number 8, H, carries 0.457; number 9, H, carries 0.308; number 10, H, carries 0.357; number 11, H, carries 0.367; number 12, H, carries 0.355; number 13, H, carries 0.283; number 14, H, carries 0.198; number 15, H, carries 0.243